(1)
ORCA calculation (the ωB97M-V functional and the def2-TZVPD basis) on a cluster of 15 separate species, C7H38O14 in total.

The calculation puts the calculated total energy at -36534.142 eV. The energy relative to the best compared isomer or geometry (same formula, charge and spin) comes out at 810.1 kJ/mol. Its HOMO energy is -9.47 eV. The calculation puts the HOMO-LUMO gap at 0.3510 Ha.

Last column: Mulliken charge in e.
Geometry (Å):
C 0.098337 0.157191 -1.348521  0.778
C -1.091406 0.233989 -1.941711  -1.744
C 0.578802 -1.026224 -0.825314  0.314
C 1.025421 -0.863423 0.629773  -1.016
C 1.240521 0.231760 1.241700  0.130
C 1.726750 0.055741 2.739202  -0.527
C 0.923751 -0.727438 3.532047  -0.736
H 0.726107 0.951199 -1.350974  0.375
H -1.567695 1.081050 -2.374896  0.351
H -1.704515 -0.671770 -1.985660  0.053
H -0.166700 -1.692138 -0.833595  0.465
H 1.557165 -1.427774 -1.413795  -0.157
H 1.004561 -1.804390 1.193516  0.450
H 1.303683 1.201530 0.766254  0.455
H 2.604196 0.463082 3.155456  0.499
H 0.097737 -1.065116 2.993369  -0.171
H 0.800862 -0.927930 4.523891  0.478
H -2.513465 1.004418 4.027497  0.310
H -1.105396 1.464964 4.561199  0.319
O -1.875553 1.687418 3.873098  -0.725
H -2.920781 -2.860299 0.608201  0.329
H -3.166346 -3.656985 1.570096  0.256
O -2.391189 -3.385613 1.233735  -0.589
H 2.912506 2.866557 0.189483  0.295
H 1.800994 2.634772 -1.016052  0.344
O 2.289700 3.295006 -0.349245  -0.667
H -3.848376 1.430317 1.206352  0.306
H -2.522659 1.360090 2.192692  0.463
O -2.807783 1.535055 1.333910  -0.712
H -3.053230 -1.615438 2.718646  0.364
H -2.245911 -1.436687 4.116167  0.319
O -3.062771 -1.133073 3.672457  -0.668
H 3.323777 -0.198625 0.561856  0.348
H 4.577279 0.260428 1.293089  0.280
O 3.811054 0.642098 0.890136  -0.559
H -1.816730 -1.096859 1.713497  0.474
H -1.942834 -0.069972 0.730783  0.107
O -2.424314 -0.937733 1.091060  -0.609
H -1.922845 -2.517068 -3.011712  0.288
H -0.770760 -3.190667 -2.572350  0.245
O -1.460791 -2.729161 -2.260691  -0.553
H 5.473602 -1.621561 0.714023  0.306
H 4.572744 -2.164526 1.834543  0.322
O 4.567082 -1.925980 0.917991  -0.663
H -0.071461 2.583817 -3.250972  0.446
H 1.115997 2.821285 -4.241185  0.258
O 0.607081 2.206528 -3.781530  -0.615
H 0.094202 3.045251 0.674194  0.381
H -1.481396 2.764208 0.821089  0.439
O -0.801912 3.405529 0.485023  -0.790
H -1.087480 3.127223 -1.346112  0.326
H -2.011829 3.138846 -2.383941  0.335
O -1.139705 3.379190 -2.199744  -0.653
H 1.931152 -2.768661 -3.221591  0.302
H 0.927105 -2.670952 -4.601114  0.345
O 1.297838 -3.220810 -3.775002  -0.665
H 0.011089 -0.175184 -3.837728  0.374
H -0.153444 0.741695 -5.097707  0.317
O 0.128167 -0.188160 -4.784885  -0.722

Forces on the atoms, in the same order (eV/Å):
-3.1 1.5 -2.6
-0.7 -1.1 0.5
5.9 -1.4 1.7
-1.7 -3.7 -2.5
2.3 2.1 4.3
-3.3 -1.4 0.3
1.2 2.4 -3.7
1.7 2.7 0.0
0.3 0.7 -0.2
0.3 0.4 0.2
-2.3 -3.1 -0.2
-2.2 0.7 1.1
0.4 0.3 -0.3
-0.1 0.0 0.2
0.9 0.9 -0.1
-1.5 -0.8 -0.7
1.0 -0.4 2.8
-0.8 -1.0 0.4
-2.5 0.8 -2.5
3.2 0.0 2.3
1.7 0.8 -0.9
-4.0 -3.1 3.4
2.4 1.4 -2.2
1.3 -1.6 0.8
2.2 2.0 2.4
-3.5 -0.5 -3.2
3.7 0.2 0.9
0.3 -0.4 2.6
-3.9 1.3 -3.8
-0.1 1.7 3.4
-0.7 0.0 -0.4
0.5 -1.7 -2.2
1.3 2.1 0.8
0.7 -0.1 0.3
-1.4 -1.2 -1.4
3.7 -1.7 3.7
-2.3 -2.2 0.5
-1.0 3.9 -5.3
-2.0 0.9 -2.8
4.4 -2.8 -1.6
-2.5 1.3 4.1
-0.6 -0.4 0.1
0.0 -0.3 0.8
0.8 0.2 -1.0
-0.9 1.4 0.8
1.0 1.9 -0.8
0.4 -2.8 -0.1
-0.9 0.4 -0.1
0.8 0.6 -0.1
0.1 -1.0 0.3
1.0 -0.8 5.4
-2.3 -0.3 -1.0
0.9 1.7 -4.3
0.1 0.8 -0.5
1.8 -1.1 3.2
-2.0 0.5 -2.7
0.0 0.4 0.5
0.9 -2.2 1.2
-0.8 1.1 -1.9

---

(2)
ORCA calculation (the ωB97M-V functional and the def2-TZVPD basis) on a cluster of 12 separate species, C7H39NO11 in total.

The calculation puts the calculated total energy at -31903.405 eV. The energy relative to the best compared isomer or geometry (same formula, charge and spin) comes out at 376.8 kJ/mol. Its HOMO energy is -8.62 eV. The SMILES is CCC[C@H](C)NCC.O.O.O.O.O.O.O.O.O.O.O. The calculation puts the HOMO-LUMO gap at 0.3213 Ha.

Last column: Mulliken charge in e.
Geometry (Å):
C 3.262572 2.752433 -1.465714  -1.294
C 2.518553 1.459746 -1.916675  0.353
C 1.024518 1.727174 -2.042665  -1.066
C 0.193758 0.417388 -2.170141  0.577
C -1.190982 0.988453 -2.689665  -1.423
N 0.224692 -0.204264 -0.835174  1.319
C -0.903125 -1.117623 -0.601293  -1.749
C -0.801347 -2.125702 0.565078  -0.718
H 3.310599 2.848012 -0.391327  0.328
H 4.304258 2.526353 -1.840044  0.343
H 2.834295 3.642374 -1.890563  0.354
H 2.596961 0.767168 -1.102872  -0.260
H 2.870615 0.908998 -2.821197  0.346
H 0.870705 2.405462 -2.907551  0.608
H 0.686109 2.125829 -1.093507  -0.219
H 0.512011 -0.288176 -2.965295  0.321
H -1.941122 1.206415 -1.941158  0.222
H -1.466327 0.317989 -3.525866  0.305
H -0.981232 1.881199 -3.321571  0.473
H 0.339949 0.416214 -0.045000  -0.099
H -1.066760 -1.558566 -1.645057  0.823
H -1.839045 -0.531821 -0.578611  0.297
H -1.652421 -2.027372 1.283104  0.205
H -0.595960 -3.143757 0.168202  0.284
H 0.102655 -2.006906 1.165162  0.052
O 2.471981 -1.579574 2.882005  -0.554
H 2.170004 -2.481580 3.048427  0.279
H 2.888687 -1.330251 3.716215  0.267
O -1.188725 2.479410 2.895999  -0.665
H -1.111565 2.484024 3.855451  0.285
H -2.106894 2.582147 2.588320  0.338
O 2.154510 -2.065170 -0.753563  -0.712
H 2.406735 -1.746907 -1.650727  0.478
H 1.957460 -1.165594 -0.399762  -0.036
O 1.983741 0.951355 1.722875  -0.667
H 2.598921 0.308814 1.319367  0.295
H 1.340142 0.280927 2.059708  0.261
O -3.339901 1.637036 1.450694  -0.623
H -3.483355 1.648667 0.492749  0.290
H -3.926925 1.001324 1.860848  0.266
O -1.527717 -2.389162 -3.943011  -0.653
H -0.744388 -1.994937 -4.343561  0.322
H -1.051361 -3.047376 -3.409172  0.328
O -1.534424 -1.633787 4.210829  -0.663
H -1.258350 -0.981575 3.550028  0.396
H -0.828623 -2.083541 4.668000  0.265
O -3.751953 -1.493601 2.049552  -0.565
H -3.953901 -2.220353 2.639516  0.262
H -4.019959 -1.853334 1.177725  0.312
O -0.583234 0.005208 2.115747  -0.357
H -0.826368 0.786847 2.704481  0.382
H -1.197134 0.052337 1.369864  0.176
O 0.573464 -3.460797 -2.352743  -0.718
H 0.500862 -2.779698 -1.683204  0.465
H 1.320930 -4.052450 -2.237640  0.250
O 0.314441 3.803851 0.726001  -0.664
H -0.192763 4.004535 1.506782  0.292
H 0.731730 2.946184 0.771600  0.287

Forces on the atoms, in the same order (eV/Å):
1.6 -2.1 -1.4
-0.8 0.6 0.4
1.0 -1.4 -0.8
-0.9 2.5 0.4
1.1 -0.7 -2.0
-0.6 -0.7 -0.3
-0.4 0.0 -2.0
0.5 -0.7 -0.3
-0.2 0.0 0.3
-0.7 1.1 0.5
0.0 0.4 -0.3
0.4 -0.6 0.5
0.2 0.9 0.4
-0.2 -0.3 0.8
-0.2 0.8 -0.2
0.4 0.2 0.7
-0.2 -0.2 -0.1
-1.0 -0.2 1.0
-0.2 -0.1 1.0
0.0 0.5 -0.3
0.2 -0.2 1.5
-0.1 -0.1 0.6
0.7 -0.6 -0.9
-1.0 0.4 0.2
-0.1 0.6 -0.1
0.0 -0.3 0.4
0.0 0.1 -0.2
0.0 0.2 -0.2
0.4 0.2 0.2
-0.5 0.4 0.0
0.1 -0.3 0.4
1.0 1.3 -0.6
-0.1 -0.8 0.6
-0.5 -0.9 0.1
-0.1 -1.3 -0.3
0.1 0.7 0.2
0.1 0.9 -0.1
0.3 0.5 -0.4
-0.2 -0.1 0.5
-0.2 -0.5 -0.2
0.6 -0.2 0.1
-0.2 0.3 -0.3
-0.3 -0.2 0.1
-1.3 -0.1 0.4
0.7 -0.5 -0.1
0.5 0.3 -0.3
-0.5 -0.1 -1.2
0.1 -0.1 0.5
0.3 0.4 0.6
-0.4 0.9 1.4
0.3 -0.6 -1.5
-0.1 0.2 0.4
-1.0 -0.6 -1.4
0.9 -0.2 0.6
0.0 0.5 0.6
0.1 0.9 -1.2
0.0 -0.6 0.5
0.0 -0.4 0.8

---

(3)
ORCA calculation (the ωB97M-V functional and the def2-TZVPD basis) on a cluster of 12 separate species, C7H39NO11 in total.

The calculation puts the calculated total energy at -31895.513 eV. The energy relative to the best compared isomer or geometry (same formula, charge and spin) comes out at 51.0 kJ/mol. Its HOMO energy (alpha / beta) is -13.72 / -13.72 eV. The calculation puts the HOMO-LUMO gap (alpha / beta) at 0.3971 / 0.2208 Ha. As for the multiplicity: 2. Its charge is +1.

Last column: Mulliken charge in e.
Geometry (Å):
C 0.633842 -1.417011 -0.357746  -0.344
N -0.693478 -1.706260 0.245897  0.633
C -1.821724 -1.514174 -0.644537  -0.136
C -3.009235 -0.791812 0.052420  0.434
C -2.683523 0.142838 1.249665  -0.942
C -3.963151 -0.095288 -0.962436  -1.297
C -2.260190 -2.920206 -1.079706  -1.626
C 1.683539 -2.225263 0.451050  -1.340
H 0.740397 -0.378389 0.029689  0.064
H 0.575731 -1.704056 -1.396080  0.290
H -0.778349 -2.635856 0.679733  0.637
H -1.500240 -0.874652 -1.461292  0.311
H -3.638465 -1.592380 0.439561  0.285
H -2.835532 -0.383543 2.192808  0.259
H -1.645285 0.463833 1.142198  -0.122
H -3.399463 0.950209 1.257327  0.521
H -3.515697 -0.236650 -1.944851  0.357
H -4.934555 -0.566028 -0.956201  0.288
H -4.019665 0.967735 -0.768031  0.374
H -3.301921 -3.000883 -1.399257  0.432
H -1.666380 -3.263594 -1.927788  0.372
H -2.234747 -3.609462 -0.228038  0.470
H 1.471102 -1.996612 1.490383  0.251
H 1.530284 -3.275813 0.194711  0.466
H 2.678985 -2.012895 0.075393  0.383
H 0.015171 0.527390 2.704558  0.216
H -0.209408 -0.350633 3.841161  0.415
O 0.216192 0.504277 3.653033  -0.641
H 2.307510 2.556685 1.594638  0.292
H 2.835917 3.611534 0.547273  0.255
O 2.900714 2.724330 0.897210  -0.535
H 3.838105 -0.675867 2.062409  0.321
H 2.834844 -0.085029 2.911955  0.298
O 3.437279 0.198948 2.205872  -0.600
H 4.580794 1.147168 -0.138075  0.345
H 3.369273 0.451208 0.107364  0.270
O 4.002460 0.532075 -0.616841  -0.617
H -1.343413 0.723896 -3.981996  0.288
H -1.319292 -0.804276 -4.300682  0.357
O -1.850067 -0.088142 -3.919746  -0.629
H -2.050091 3.106964 -1.386313  0.320
H -1.509696 4.012806 -0.293369  0.336
O -1.356325 3.754214 -1.208938  -0.670
H -1.103240 2.674662 3.192639  0.296
H 0.152488 2.452323 4.055377  0.327
O -0.274026 3.062351 3.447388  -0.637
H 0.884242 2.182731 0.507756  0.184
H -0.205478 2.301693 -0.479864  0.136
O 0.603304 1.771731 -0.334611  -0.286
H 1.229275 -1.194984 -4.144939  0.313
H 0.299426 -1.079645 -2.992568  0.327
O 0.507804 -1.682123 -3.716906  -0.601
H -0.596417 -1.821250 2.426533  0.269
H -1.454968 -2.818698 3.273255  0.340
O -0.702001 -2.232379 3.297580  -0.688
H 3.100373 -0.018931 -2.377653  0.276
H 2.111003 1.121478 -2.647217  0.256
O 2.343868 0.248282 -2.921508  -0.552

Forces on the atoms, in the same order (eV/Å):
0.1 -0.3 3.8
0.2 -1.6 -2.8
-0.8 0.9 0.6
-1.7 0.0 0.9
0.3 -1.1 -0.6
1.5 -0.6 -0.4
-0.2 -0.3 -0.4
-1.1 -0.2 -1.6
0.3 0.3 -1.7
0.2 0.7 -0.4
0.2 0.5 0.7
0.1 0.0 -0.2
0.2 -0.2 0.3
0.4 0.0 0.1
-0.1 0.6 0.3
0.2 0.5 0.0
-0.4 0.2 -0.4
-0.3 0.2 0.0
-0.2 0.2 0.0
0.0 0.7 0.0
0.2 -0.2 0.3
0.3 -0.1 -0.1
0.7 -0.3 0.3
0.0 -0.2 0.5
0.2 0.4 0.4
0.3 0.7 0.1
0.2 0.1 0.8
-0.3 -1.3 -0.8
-0.8 0.4 1.6
-0.4 0.3 0.3
1.5 -0.3 -1.4
0.5 0.5 -0.4
-0.2 0.8 0.2
-0.4 -1.4 0.4
0.3 0.0 -0.7
-0.5 -0.1 -0.1
0.2 0.0 0.7
0.2 0.0 -0.3
0.2 0.3 0.0
-0.4 -0.3 0.5
-0.1 0.2 -0.2
-0.1 0.3 0.0
0.0 -0.5 0.3
-0.4 -0.3 0.2
-0.3 -0.2 0.0
0.6 1.0 -0.4
0.4 -0.4 -0.8
0.3 -0.1 -0.7
-0.9 0.4 1.1
0.1 -0.2 0.1
0.1 0.2 -0.3
-0.2 0.0 0.0
-0.3 -0.3 0.5
-0.4 -0.2 0.0
0.7 0.5 -0.2
-0.1 0.5 0.0
0.0 0.9 0.5
0.0 -1.2 -0.4

---

(4)
ORCA calculation (the ωB97M-V functional and the def2-TZVPD basis) on the molecule C7H3F.

The calculation puts the calculated total energy at -10016.234 eV. Its HOMO energy is -10.19 eV. The SMILES is C#CC(F)(C#C)C#C. The calculation puts the HOMO-LUMO gap at 0.3882 Ha.

Last column: Mulliken charge in e.
Geometry (Å):
C 0.823509 2.616666 0.034671  -0.199
C 0.487630 1.346494 -0.241860  -0.536
C -0.313098 0.111433 -0.040325  1.495
F -1.566334 0.682986 0.266336  -0.232
C -0.417165 -0.802708 -1.242515  -1.021
C -0.519302 -1.506231 -2.231337  0.214
C -0.098168 -0.686820 1.172533  -0.745
C 0.367067 -1.348850 2.102443  -0.099
H 1.274257 3.746292 0.468135  0.326
H -0.532070 -2.055478 -3.193227  0.409
H 0.493675 -2.103786 2.905146  0.388

Forces on the atoms, in the same order (eV/Å):
-0.8 -5.7 -0.3
3.1 9.1 2.6
-1.3 -0.1 -0.4
-0.9 -0.2 -0.8
-0.1 -0.2 -0.9
0.4 0.7 0.4
3.1 -1.7 2.2
-1.7 0.3 -1.3
-1.6 -4.2 -1.9
-0.1 0.6 1.4
0.1 1.2 -1.0

---

(5)
ORCA calculation (the ωB97M-V functional and the def2-TZVPD basis) on a cluster of 2 separate species, C7H4Br2N2O3 in total.

The calculation puts the calculated total energy at -156529.013 eV. Its HOMO energy is -9.77 eV. The calculation puts the HOMO-LUMO gap at 0.3048 Ha.

Last column: Mulliken charge in e.
Geometry (Å):
C -0.915056 -1.050033 -1.508807  0.043
C -3.315802 0.434672 0.243549  0.127
C -2.801481 -0.650706 0.779710  -0.208
C -2.423251 1.664714 0.425973  0.513
C 1.050736 -0.123777 -0.070260  0.537
C -1.367112 -0.296748 1.051327  -0.027
C -0.004769 -1.108413 -0.377344  -0.206
N -1.662385 -0.918280 -2.367314  -0.434
N 1.026321 1.028882 -0.647694  -0.329
O -2.592256 2.799632 0.295230  -0.428
O 1.861641 -0.383194 0.806668  -0.667
O -1.292519 1.048988 0.962589  -0.266
Br -5.103156 0.755698 -0.229269  -0.070
Br -3.323006 -2.391660 0.579041  -0.008
H -0.699587 -0.692737 1.881573  0.464
H 0.249603 -2.088979 0.076271  0.451
H 0.376624 1.287200 -1.383135  0.246
H 1.670345 1.653745 -0.136003  0.261

Forces on the atoms, in the same order (eV/Å):
1.7 0.0 1.0
-2.2 2.2 0.0
2.5 -0.4 -0.8
-0.2 -4.8 0.8
0.1 -2.3 0.9
1.8 -1.7 0.0
-2.9 -0.2 1.6
-0.5 0.1 -0.5
0.7 3.0 -1.0
0.0 2.2 -0.4
0.0 -0.3 0.4
1.3 1.7 0.1
0.4 -0.3 -0.2
-0.4 -0.5 0.3
-1.4 0.5 -0.9
-0.5 0.6 -0.7
0.4 0.2 0.4
-0.8 0.1 -1.2